A:
# C3H4BrNO

A cluster of 2 separate species, C3H4BrNO in total (ωB97M-V/def2-TZVPD, OMol25).

As for the net charge: 0. As for the structure (SMILES): c1cnoc1.Br. For the HOMO energy, the calculation gives -0.378 Ha. The lowest unoccupied orbital energy comes out at 0.899 eV.

CARTESIAN COORDINATES (ANGSTROEM)
C1 -1.206 0.110 0.205
C2 -0.162 -0.524 0.913
N1 1.001 -0.085 0.514
O1 0.771 0.836 -0.449
C3 -0.546 0.954 -0.637
H1 -2.259 -0.045 0.308
H2 -0.220 -1.274 1.675
H3 -0.872 1.657 -1.376
Br1 5.200 0.224 0.431
H4 3.798 0.183 0.368



B:
# C3H4BrNO

An isolated molecule of C3H4BrNO (ωB97M-V/def2-TZVPD, OMol25).

As for the net charge: 0. As for the structure (SMILES): O=CC/C=N/Br. For the HOMO energy, the calculation gives -0.355 Ha. The lowest unoccupied orbital energy comes out at 0.261 eV.

CARTESIAN COORDINATES (ANGSTROEM)
O1 0.961 2.212 0.019
C1 0.108 1.399 -0.176
C2 0.293 0.076 -0.798
C3 -0.001 -1.013 0.155
N1 -0.727 -0.746 1.128
Br1 -1.293 -2.000 2.374
H1 -0.963 1.677 0.027
H2 1.351 -0.062 -1.117
H3 -0.396 0.342 -1.621
H4 0.667 -1.885 0.010



On energetic grounds, A is preferred over the next structure by 0.675 eV.



A:
# C4H12OS

A cluster of 2 separate species, C4H12OS in total (ωB97M-V/def2-TZVPD, OMol25).

As for the net charge: 0. As for the structure (SMILES): CCO.CCS. For the HOMO energy, the calculation gives -0.336 Ha. The lowest unoccupied orbital energy comes out at 0.623 eV.

CARTESIAN COORDINATES (ANGSTROEM)
C1 0.989 -1.488 2.415
C2 1.018 -0.143 3.200
O1 1.897 0.847 2.661
H1 0.144 -1.371 1.722
H2 2.038 -1.654 1.974
H3 0.708 -2.279 3.098
H4 1.445 -0.350 4.201
H5 0.020 0.254 3.367
H6 2.142 0.676 1.720
C3 -0.166 0.585 -3.186
C4 -1.337 0.918 -2.229
S1 -2.647 -0.366 -2.696
H7 0.795 1.078 -2.971
H8 -0.458 0.788 -4.283
H9 0.089 -0.495 -3.049
H10 -1.212 0.787 -1.243
H11 -1.695 1.880 -2.373
H12 -3.769 0.332 -2.328



B:
# C4H12OS

A cluster of 2 separate species, C4H12OS in total (ωB97M-V/def2-TZVPD, OMol25).

As for the net charge: 0. As for the structure (SMILES): CCCSC.O. For the HOMO energy, the calculation gives -0.306 Ha. The lowest unoccupied orbital energy comes out at 0.748 eV.

CARTESIAN COORDINATES (ANGSTROEM)
C1 0.218 0.985 -1.502
C2 -0.691 1.683 -0.440
C3 -1.555 0.670 0.154
S1 -0.850 0.044 1.677
C4 -0.161 -1.683 1.514
H1 -0.519 0.521 -2.381
H2 0.691 1.804 -2.124
H3 0.988 0.269 -1.373
H4 -1.137 2.590 -0.947
H5 0.126 2.127 0.387
H6 -1.738 -0.185 -0.531
H7 -2.636 0.943 0.544
H8 -0.076 -2.091 0.390
H9 0.889 -1.659 1.940
H10 -0.741 -2.335 2.076
O1 2.547 -1.189 0.554
H11 2.059 -0.481 -0.008
H12 2.586 -2.012 0.070



On energetic grounds, A is preferred over the next structure by 0.849 eV.



A:
# C33H66O33

A cluster of 11 separate species, C33H66O33 in total (ωB97M-V/def2-TZVPD, OMol25).

As for the net charge: 0. As for the structure (SMILES): COC(=O)OC.COC(=O)OC.COC(=O)OC.COC(=O)OC.COC(=O)OC.COC(=O)OC.COC(=O)OC.COC(=O)OC.COC(=O)OC.COC(=O)OC.COC(=O)OC. For the HOMO energy, the calculation gives -0.391 Ha. The lowest unoccupied orbital energy comes out at 0.513 eV.

CARTESIAN COORDINATES (ANGSTROEM)
C1 -1.082 15.386 35.688
O1 0.159 15.267 35.026
C2 0.384 16.168 34.077
O2 -0.206 17.195 33.909
O3 1.434 15.774 33.371
C3 1.893 16.578 32.305
H1 -1.120 14.757 36.570
H2 -1.896 15.142 34.998
H3 -1.317 16.410 35.990
H4 2.647 17.275 32.658
H5 1.100 16.994 31.677
H6 2.287 15.866 31.572
C4 8.940 18.374 28.794
O4 10.351 18.311 28.868
C5 10.864 18.434 30.079
O5 10.273 18.431 31.125
O6 12.173 18.579 29.952
C6 12.957 18.666 31.138
H7 8.487 19.337 29.038
H8 8.487 17.619 29.427
H9 8.593 18.217 27.773
H10 13.068 17.697 31.621
H11 12.427 19.335 31.820
H12 13.910 19.107 30.870
C7 1.335 21.670 26.601
O7 0.695 20.931 27.655
C8 1.381 19.964 28.245
O8 2.436 19.515 27.910
O9 0.806 19.590 29.405
C9 -0.500 20.069 29.771
H13 0.565 21.959 25.891
H14 2.126 21.116 26.103
H15 1.760 22.532 27.115
H16 -0.808 19.526 30.659
H17 -1.234 19.857 28.995
H18 -0.415 21.141 29.931
C10 3.986 25.497 33.998
O10 3.240 25.584 32.801
C11 2.862 24.492 32.156
O11 2.930 23.357 32.525
O12 2.320 24.907 31.006
C12 1.976 23.899 30.083
H19 4.241 24.452 34.168
H20 3.480 25.805 34.917
H21 4.863 26.128 33.909
H22 2.822 23.549 29.489
H23 1.228 24.229 29.361
H24 1.488 23.074 30.609
C13 5.827 20.856 27.718
O13 6.419 22.148 27.878
C14 5.561 23.158 27.850
O14 4.370 23.059 27.707
O15 6.289 24.287 27.868
C15 5.560 25.488 27.994
H25 5.431 20.656 26.721
H26 5.081 20.682 28.486
H27 6.620 20.115 27.793
H28 4.986 25.705 27.080
H29 6.268 26.315 27.952
H30 4.877 25.471 28.842
C16 11.716 13.476 37.023
O16 10.877 13.754 35.910
C17 10.870 14.990 35.444
O17 11.441 15.927 35.935
O18 10.154 15.020 34.330
C18 9.918 16.302 33.764
H31 12.631 14.062 37.045
H32 11.902 12.411 37.108
H33 11.110 13.744 37.896
H34 9.456 16.219 32.784
H35 10.836 16.853 33.551
H36 9.315 16.872 34.468
C19 1.821 13.619 26.300
O19 2.883 12.959 26.967
C20 3.461 13.583 27.991
O20 3.080 14.541 28.605
O21 4.525 12.864 28.316
C21 5.382 13.323 29.344
H37 2.058 13.874 25.269
H38 1.560 14.516 26.867
H39 0.946 12.969 26.312
H40 6.062 14.065 28.924
H41 5.984 12.491 29.702
H42 4.863 13.759 30.196
C22 6.952 13.603 25.111
O22 6.722 14.583 26.138
C23 5.953 15.624 25.807
O23 5.379 15.842 24.788
O24 6.027 16.439 26.856
C24 5.265 17.621 26.818
H43 6.007 13.095 24.925
H44 7.692 12.917 25.510
H45 7.322 14.129 24.232
H46 4.199 17.488 26.619
H47 5.633 18.301 26.044
H48 5.304 18.095 27.798
C25 6.943 21.878 31.762
O25 7.493 23.155 31.438
C26 7.296 24.233 32.144
O26 6.536 24.385 33.080
O27 8.182 25.156 31.809
C27 8.203 26.384 32.527
H49 7.505 21.055 31.334
H50 5.883 21.775 31.552
H51 7.068 21.837 32.847
H52 8.433 26.240 33.580
H53 7.291 26.948 32.347
H54 9.054 26.899 32.083
C28 6.617 16.637 31.372
O28 5.528 17.407 31.846
C29 5.282 18.557 31.213
O29 5.868 18.949 30.237
O30 4.302 19.174 31.832
C30 3.681 20.320 31.307
H55 6.938 16.936 30.382
H56 6.377 15.578 31.465
H57 7.424 16.744 32.106
H58 3.397 21.004 32.107
H59 2.753 20.141 30.765
H60 4.316 20.918 30.653
C31 9.606 10.706 36.248
O31 9.014 11.669 35.414
C32 9.126 11.474 34.107
O32 9.570 10.501 33.556
O33 8.593 12.516 33.508
C33 8.570 12.549 32.096
H61 9.279 9.673 36.139
H62 9.475 10.987 37.292
H63 10.693 10.675 36.131
H64 7.848 13.264 31.708
H65 8.214 11.605 31.676
H66 9.587 12.762 31.769



B:
# C33H66O33

A cluster of 11 separate species, C33H66O33 in total (ωB97M-V/def2-TZVPD, OMol25).

As for the net charge: 0. As for the structure (SMILES): COC(=O)OC.COC(=O)OC.COC(=O)OC.COC(=O)OC.COC(=O)OC.COC(=O)OC.COC(=O)OC.COC(=O)OC.COC(=O)OC.COC(=O)OC.COC(=O)OC. For the HOMO energy, the calculation gives -0.390 Ha. The lowest unoccupied orbital energy comes out at 0.073 eV.

CARTESIAN COORDINATES (ANGSTROEM)
C1 -2.494 0.307 -1.180
O1 -1.411 -0.079 -0.283
C2 -0.085 0.295 -0.385
O2 0.338 1.246 -1.008
O3 0.622 -0.524 0.414
C3 1.982 -0.235 0.458
H1 -3.341 0.717 -0.631
H2 -2.940 -0.474 -1.796
H3 -1.999 1.090 -1.755
H4 2.195 0.616 1.103
H5 2.468 -0.199 -0.517
H6 2.418 -1.042 1.047
C4 11.369 -5.734 4.742
O4 12.325 -4.716 5.118
C5 11.883 -3.539 5.151
O5 12.451 -2.590 5.723
O6 10.755 -3.356 4.218
C6 10.176 -2.054 4.132
H7 11.575 -6.657 5.284
H8 11.490 -6.024 3.699
H9 10.344 -5.562 5.071
H10 10.787 -1.412 3.497
H11 9.831 -1.640 5.079
H12 9.220 -2.170 3.621
C7 -5.909 -2.399 -8.762
O7 -7.088 -1.611 -9.121
C8 -7.372 -1.346 -10.449
O8 -6.734 -1.744 -11.417
O9 -8.573 -0.692 -10.522
C9 -9.060 -0.243 -11.716
H13 -4.971 -1.995 -9.143
H14 -5.902 -3.352 -9.290
H15 -5.853 -2.455 -7.675
H16 -8.355 0.539 -11.998
H17 -10.052 0.075 -11.394
H18 -9.191 -0.974 -12.514
C10 -0.591 1.920 6.750
O10 0.040 2.423 7.926
C11 0.446 1.553 8.844
O11 0.416 0.293 8.814
O12 0.913 2.357 9.822
C12 1.405 1.823 11.026
H19 -0.692 0.839 6.663
H20 0.051 2.187 5.911
H21 -1.534 2.457 6.650
H22 2.417 1.432 10.921
H23 0.672 1.114 11.411
H24 1.601 2.626 11.738
C13 -11.115 0.966 -3.855
O13 -12.371 1.559 -3.771
C14 -13.428 0.860 -3.419
O14 -13.352 -0.333 -3.248
O15 -14.467 1.697 -3.139
C15 -15.732 1.160 -2.852
H25 -10.655 0.894 -2.870
H26 -10.612 1.623 -4.565
H27 -11.178 0.005 -4.366
H28 -15.676 0.676 -1.877
H29 -16.014 0.428 -3.608
H30 -16.565 1.863 -2.852
C16 -9.624 -2.921 1.435
O16 -9.051 -3.124 0.150
C17 -7.888 -3.784 -0.114
O17 -7.489 -3.854 -1.310
O18 -7.243 -4.102 1.009
C18 -5.843 -4.448 0.844
H31 -8.914 -2.993 2.259
H32 -10.425 -3.629 1.650
H33 -10.090 -1.938 1.510
H34 -5.401 -3.777 0.107
H35 -5.688 -5.462 0.476
H36 -5.257 -4.344 1.757
C19 -4.240 5.908 1.445
O19 -5.292 6.041 2.479
C20 -5.783 4.851 3.101
O20 -5.486 3.724 2.814
O21 -6.614 5.306 4.014
C21 -7.337 4.493 4.884
H37 -4.515 5.169 0.692
H38 -3.335 5.463 1.857
H39 -4.010 6.808 0.875
H40 -7.971 3.947 4.185
H41 -7.953 5.121 5.528
H42 -6.891 3.702 5.487
C22 1.407 4.761 -6.497
O22 2.620 4.995 -7.154
C23 2.869 6.151 -7.808
O23 2.302 7.258 -7.696
O24 3.873 5.999 -8.656
C24 4.449 7.172 -9.211
H43 1.142 3.708 -6.589
H44 0.600 5.353 -6.928
H45 1.407 4.942 -5.422
H46 4.784 7.847 -8.424
H47 3.870 7.790 -9.898
H48 5.333 6.881 -9.778
C25 4.186 -5.006 6.367
O25 3.925 -5.219 5.015
C26 3.891 -6.538 4.608
O26 4.120 -7.504 5.352
O27 3.645 -6.677 3.309
C27 3.486 -7.936 2.725
H49 4.951 -5.633 6.824
H50 3.255 -5.080 6.929
H51 4.427 -3.952 6.504
H52 2.922 -8.678 3.290
H53 4.507 -8.312 2.654
H54 3.027 -7.787 1.747
C28 5.786 4.678 2.086
O28 7.071 4.227 2.508
C29 8.107 4.310 1.620
O29 8.070 4.663 0.501
O30 9.188 4.023 2.417
C30 10.528 4.205 2.029
H55 5.801 5.753 1.911
H56 5.005 4.531 2.832
H57 5.499 4.158 1.172
H58 10.703 5.228 2.361
H59 10.846 4.026 1.002
H60 11.111 3.370 2.418
C31 8.569 -5.229 -1.137
O31 8.781 -3.826 -1.016
C32 8.154 -3.031 -1.921
O32 7.217 -3.378 -2.611
O33 8.659 -1.864 -1.988
C33 8.011 -0.807 -2.771
H61 7.493 -5.391 -1.196
H62 8.902 -5.767 -0.250
H63 9.118 -5.568 -2.015
H64 7.504 -1.074 -3.698
H65 8.935 -0.399 -3.179
H66 7.404 -0.020 -2.323



On energetic grounds, A is preferred over the next structure by 5.798 eV.